111
Properties=species:S:1:pos:R:3:forces:R:3 method="wB97M-V/def2-TZVPD" charge=0
C -6.1465 -1.1107 -5.1490 -0.22 0.63 0.10
C -6.2788 0.4752 -5.0539 -0.82 -1.18 -0.47
O -5.0058 1.1442 -5.1743 -0.01 0.20 1.28
C -4.2502 1.0581 -3.9899 0.35 -0.87 0.21
C -2.8338 0.3773 -4.2027 -0.65 0.50 -0.26
O -2.8964 -0.9139 -3.6059 0.70 0.49 0.05
C -1.6015 -1.4243 -3.2729 0.42 -0.81 0.78
C -1.2050 -1.1726 -1.7417 0.01 0.35 -1.99
O -2.1693 -1.7729 -0.8708 0.92 0.32 0.78
C -1.6320 -2.0947 0.4191 0.94 0.44 0.09
C -1.4894 -0.8377 1.3888 0.02 0.75 1.19
C -1.8733 0.5277 1.0542 0.63 -1.51 1.07
N -1.7234 1.6457 1.9189 0.64 -2.20 0.38
C -2.2129 2.9696 1.4009 -1.01 0.39 -0.93
C -1.5520 3.5041 0.0431 0.25 0.28 1.03
C -0.0732 3.0678 -0.2187 0.18 1.01 -1.40
C 0.4130 3.8737 -1.5267 -1.18 0.05 0.56
C 0.9263 3.4607 0.9223 0.53 -0.91 0.04
C -1.1926 1.4309 3.1955 0.91 -1.33 0.53
C -1.0348 2.6075 4.2061 -0.82 -0.90 -0.90
P -1.0238 2.0765 6.0039 -1.82 2.37 2.91
O -1.5475 3.2514 6.7693 0.91 -0.96 -1.22
O -2.0498 0.8161 6.3045 2.60 1.04 -1.23
O 0.5360 1.7738 6.5178 -1.57 -0.39 -1.70
C -0.7546 0.0908 3.6396 -1.20 -0.41 -3.18
C -0.9118 -1.0851 2.7435 0.46 3.55 -0.34
C -0.4792 -2.4614 3.3026 0.09 -0.54 -0.30
O -1.3509 -3.1474 3.7106 -0.30 0.14 0.23
O 0.8246 -2.8957 3.3847 -0.60 1.55 -0.58
H -6.4529 -1.4162 -6.1871 0.55 0.04 1.16
H -6.8360 -1.5618 -4.3867 0.55 0.25 -0.81
H -5.1007 -1.4658 -4.9303 -1.03 0.40 -0.40
H -6.8237 0.7486 -4.1018 0.75 0.03 -0.79
H -6.9174 0.8180 -5.9146 0.83 -0.08 0.90
H -4.0821 2.1051 -3.5298 -0.60 -0.81 -1.37
H -4.8020 0.4281 -3.2271 0.63 0.63 -0.56
H -2.0043 0.9739 -3.7186 -0.59 -0.23 -0.27
H -2.6399 0.3642 -5.3147 -0.12 -0.28 1.05
H -1.5819 -2.5386 -3.4200 -0.34 1.08 0.00
H -0.8319 -0.9897 -3.9638 -0.46 -0.31 0.74
H -1.1558 -0.0432 -1.6253 0.01 -0.84 0.26
H -0.1635 -1.5807 -1.6312 -0.84 0.31 0.25
H -0.5708 -2.4755 0.2819 -0.92 0.41 0.21
H -2.1835 -2.9478 0.9279 -0.09 0.98 -0.51
H -2.3158 0.7160 0.0449 0.47 -0.15 1.18
H -3.3106 2.8071 1.1743 1.09 0.19 0.55
H -2.1742 3.8050 2.1363 0.26 -1.16 -0.24
H -1.5361 4.6325 0.1077 -0.27 -1.13 -0.04
H -2.2538 3.2687 -0.8181 2.05 0.56 1.61
H -0.0728 1.9859 -0.5092 0.31 0.72 0.74
H -0.5285 4.1809 -2.0755 1.16 -0.34 0.13
H 0.8964 4.8356 -1.1982 -0.26 -1.06 -0.52
H 1.0578 3.2601 -2.1985 -0.41 0.64 0.62
H 1.1252 4.5605 1.0193 -0.56 -0.90 -0.26
H 1.9158 2.9944 0.6403 -0.97 0.54 0.38
H 0.6713 3.0556 1.9339 0.12 0.26 -0.85
H -1.9405 3.2735 4.1089 0.94 -0.69 0.52
H -0.1437 3.2626 4.0156 -0.62 -0.73 0.16
H -1.9011 0.6068 7.2938 -0.50 0.43 -1.34
H 1.0776 2.4902 6.1335 -0.02 -0.32 0.44
H -0.3047 -0.0962 4.6393 -0.48 0.52 -0.91
H 1.4414 -2.2872 2.9310 -0.23 -0.23 0.17
O -3.9871 -4.6088 3.9120 0.21 0.03 0.04
S -3.6972 -5.4130 2.7119 -0.33 0.32 -0.14
O -4.8360 -6.2905 2.4026 0.23 -0.09 -0.12
O -2.5037 -6.2406 2.9603 0.04 -0.14 0.19
O -3.4477 -4.5084 1.5661 0.09 0.30 -0.09
Na -3.4612 2.6467 -1.8645 -0.83 -0.57 -0.60
Mg -1.5492 -0.2617 8.9294 0.23 -0.76 1.51
C -1.6930 1.1015 -8.3884 -0.99 -0.20 -0.21
Cl -0.6542 0.2477 -7.2360 0.29 0.12 0.03
Cl -3.3311 0.4618 -8.3335 0.56 3.70 -1.19
Cl -1.6881 2.8483 -8.0507 0.25 0.26 0.08
H -1.2933 0.9448 -9.3851 0.03 0.06 0.15
C 2.0804 -1.5244 6.8184 -0.17 -0.05 0.24
N 3.4047 -1.5637 6.1430 0.12 -0.20 0.10
O 4.2538 -2.2880 6.6149 -0.14 0.30 -0.27
O 3.5380 -0.8575 5.1552 -0.03 -0.12 0.09
H 2.1028 -2.1950 7.6728 0.09 0.01 -0.12
H 1.9054 -0.4984 7.1370 -0.03 -0.02 -0.15
H 1.3335 -1.8468 6.0950 0.06 0.05 0.00
Cl -3.2299 -1.8175 -7.6222 -0.06 -3.75 1.40
C 4.2381 0.3351 -2.7264 0.14 0.29 -0.17
C 4.4378 -0.9602 -1.9140 1.00 0.82 -1.10
C 5.8758 -1.0066 -1.3559 0.10 -0.07 0.47
C 6.1715 -0.0198 -0.2252 0.19 0.03 0.01
C 4.9359 0.3408 0.6021 0.06 0.30 -0.18
C 3.7977 -0.6975 0.5485 0.65 1.11 0.91
N 3.4259 -0.9044 -0.8449 -0.96 -2.55 0.08
O 2.4290 -1.7621 -0.9701 0.36 0.98 -0.03
C 2.6046 -0.0729 1.2760 -0.46 -0.02 0.26
C 4.2166 -1.9660 1.3083 -0.07 -0.39 -0.01
C 4.3230 -2.1369 -2.8936 -0.62 -0.25 0.27
H 3.2367 0.3728 -3.1618 0.00 -0.13 0.08
H 4.9567 0.4028 -3.5485 -0.01 -0.09 0.07
H 4.3616 1.2284 -2.1091 0.03 -0.06 0.06
H 6.0856 -2.0161 -0.9903 -0.20 -0.02 -0.11
H 6.5956 -0.8425 -2.1635 -0.27 -0.02 -0.10
H 6.9412 -0.4481 0.4226 -0.04 0.01 -0.07
H 6.6051 0.8968 -0.6338 -0.05 -0.02 0.05
H 5.2367 0.5249 1.6373 -0.20 -0.17 0.01
H 4.5554 1.3027 0.2393 -0.19 -0.11 -0.01
H 2.2211 0.8063 0.7510 0.10 -0.09 -0.12
H 2.8867 0.2428 2.2854 0.14 -0.08 -0.07
H 1.7690 -0.7733 1.3729 0.07 -0.07 -0.19
H 4.4655 -1.7215 2.3457 -0.01 0.17 -0.11
H 5.0905 -2.4540 0.8749 -0.06 0.07 -0.05
H 3.4097 -2.7027 1.3381 -0.01 0.06 -0.22
H 5.0843 -2.0571 -3.6735 0.06 0.21 0.22
H 3.3565 -2.1596 -3.3986 0.00 -0.01 0.16
H 4.4707 -3.0940 -2.3882 -0.11 0.07 0.03

***

58
Properties=species:S:1:pos:R:3:forces:R:3 method="wB97M-V/def2-TZVPD" charge=+1 de_lowest_kcal_mol=78.0
C -5.8522 -0.1184 0.6501 -0.46 0.55 0.13
C -5.3270 -1.4226 1.1223 0.68 -1.05 -0.01
C -4.2361 -1.9887 0.2299 1.03 -1.00 -0.53
C -2.8621 -2.2984 0.8348 0.65 -0.39 0.46
C -2.0246 -1.1249 1.4825 0.20 -0.72 2.82
C -1.5033 0.0331 0.7020 0.66 1.04 1.43
C -0.3167 -0.0777 -0.2005 -2.74 1.59 -0.18
C -2.2554 1.3353 0.8552 -0.68 0.18 -0.26
C -3.7748 1.2925 1.2819 0.50 0.03 1.16
C -4.8470 0.8923 0.2236 1.65 1.79 -0.29
H -6.5088 -0.2652 -0.1795 -0.52 -0.25 -0.72
H -6.4800 0.3026 1.4109 -0.39 0.33 0.57
H -4.9946 -1.3934 2.1512 0.21 0.18 0.40
H -6.1159 -2.1548 1.1112 -0.54 -0.14 0.20
H -4.5316 -2.9768 -0.1447 -0.17 0.19 -0.03
H -4.0763 -1.4017 -0.6721 -0.13 0.19 -0.05
H -2.9617 -3.0880 1.6408 0.14 1.00 -0.77
H -2.1877 -2.7429 0.0743 -0.52 0.10 0.19
H -2.5884 -0.8148 2.4774 0.87 0.01 -2.38
H -1.1326 -1.6458 1.9497 -0.50 0.42 -0.91
H -0.3334 0.8296 -0.8184 -1.37 -0.61 -0.80
H -0.5642 -1.1192 -0.5345 -0.14 1.13 -0.96
H -1.7377 1.9996 1.6052 0.04 -0.88 -0.43
H -2.1495 1.8996 -0.0760 0.03 0.01 -0.01
H -3.8379 0.6097 2.1627 -0.12 0.64 -0.55
H -4.0054 2.3216 1.6834 0.25 -1.09 -0.41
H -4.3355 0.6202 -0.7130 -0.19 -0.08 0.22
H -5.3342 1.8515 0.0034 -0.22 -0.43 -0.25
C 3.9279 -0.3708 -5.6611 -0.04 -0.10 -0.54
C 3.2120 -0.2019 -4.3737 -0.15 0.33 0.99
C 3.7613 0.5641 -3.3438 0.46 -0.07 0.35
F 5.0525 1.0425 -3.5415 -1.77 -0.18 0.42
C 3.1213 0.7778 -2.1148 0.34 0.10 -0.01
C 1.9251 0.0826 -1.8064 -0.53 0.29 0.91
C 1.2754 -0.1163 -0.3466 3.40 -0.30 0.92
C 2.2785 0.4407 0.7326 -0.90 -1.14 -0.47
C 3.6616 0.2095 0.6424 1.18 -0.28 -0.07
C 4.5098 0.5943 1.6841 0.02 0.29 -0.11
F 5.8875 0.5219 1.5554 -1.77 -0.25 -0.11
C 4.0181 1.1095 2.8865 -0.22 -0.04 -0.42
C 4.9452 1.5178 3.9754 0.07 -0.06 0.22
C 2.6345 1.2158 3.0019 0.03 -0.07 -0.51
C 1.7947 0.8992 1.9253 0.21 0.36 1.00
C 1.3664 -0.6198 -2.8399 -0.51 -0.52 -0.81
C 1.9629 -0.7524 -4.0900 0.20 -0.03 -0.47
H 3.2489 -0.8118 -6.3888 0.07 -0.02 -0.10
H 4.2680 0.5924 -6.0442 0.02 -0.06 0.02
H 4.8027 -1.0203 -5.5817 -0.05 0.07 0.14
H 3.6190 1.4550 -1.4251 -0.14 -0.27 -0.07
H 1.0982 -1.1429 -0.1339 2.76 -1.32 -0.29
H 4.1450 -0.3068 -0.1948 -0.39 0.35 0.29
H 4.3689 1.7229 4.8725 0.09 0.05 0.16
H 5.6621 0.7229 4.1791 0.05 0.07 0.07
H 5.5070 2.4135 3.7078 0.01 -0.03 -0.03
H 2.2037 1.5616 3.9348 0.05 0.01 -0.06
H 0.7324 0.9483 2.0546 -0.48 0.26 0.16
H 0.4031 -1.0750 -2.6945 -0.24 -0.36 0.01
H 1.4811 -1.3288 -4.8859 0.02 0.17 0.40

***

44
Properties=species:S:1:pos:R:3:forces:R:3 method="wB97M-V/def2-TZVPD" charge=+2 de_lowest_kcal_mol=77.1
C 0.4914 -0.7049 -1.9065 -1.38 0.12 0.02
C 1.0634 0.1832 -0.8553 -0.46 -2.38 3.06
C 0.0850 0.3719 0.4042 2.47 3.90 -0.64
C -0.7000 -0.5295 1.0093 1.59 -0.19 -2.65
N -1.4815 -0.1876 2.1452 -2.65 -1.60 0.72
N 0.3621 1.6873 0.8774 0.31 -3.47 -1.75
N 0.6567 -2.1644 -1.4857 -0.28 -2.70 -0.12
H -0.6445 -0.4427 -2.0506 2.13 -0.97 0.23
H 0.9588 -0.5542 -2.8801 -0.19 -0.34 0.42
H 1.3610 1.0868 -1.3460 -0.05 0.44 0.65
H 1.9361 -0.3356 -0.2963 -0.83 0.98 -1.40
H -0.8822 -1.4248 0.3945 -0.75 0.42 1.37
H -2.4767 -0.0341 1.8075 0.95 -0.77 0.77
H -1.4140 -0.9519 2.9306 -0.03 1.47 -0.96
H -1.3649 0.7592 2.4911 0.73 0.05 0.30
H -0.1566 2.1107 1.5649 -1.26 1.25 1.71
H 0.9538 2.2705 0.3239 0.13 0.07 -0.19
H 1.6374 -2.7316 -1.6765 -2.68 2.31 1.52
H 0.0503 -2.7122 -2.0920 -0.20 0.04 -0.67
H 0.1412 -2.4067 -0.5448 2.29 0.65 -1.75
H 0.8056 2.1708 -2.9853 1.90 1.53 0.72
H -0.4975 2.3941 -3.7188 -0.41 0.72 -0.39
O 0.0569 1.7457 -3.3120 -1.48 -2.01 -0.41
H 1.6417 -1.3799 -4.8162 -0.87 -0.75 0.69
H 0.3258 -1.2027 -5.4113 -0.20 -0.91 1.37
O 0.7062 -1.6391 -4.5927 1.14 1.40 -2.45
H -0.4225 -1.6867 5.1046 0.01 0.01 -1.29
H -1.2036 -2.8317 4.5219 1.08 1.52 -1.15
O -0.6593 -2.0303 4.2019 -1.26 -1.47 2.29
H -2.1686 2.6957 2.7058 4.45 5.85 6.55
H -3.4148 2.6172 1.8543 -0.27 0.46 0.14
O -2.5915 2.2380 2.1425 -4.48 -6.09 -6.64
H -2.8140 -2.1954 -1.8543 -0.65 -0.92 2.56
H -3.2948 -3.2162 -0.6838 -0.56 -0.88 -0.39
O -2.8778 -2.3848 -0.8502 1.33 1.79 -2.20
H 3.7463 -3.0684 -0.1366 -1.51 0.22 -0.09
H 3.0045 -3.3933 1.1188 -1.26 0.96 -2.55
O 2.7883 -3.0417 0.1587 2.88 -1.18 2.60
H 3.3643 2.5770 -1.6359 2.50 -1.38 -1.96
H 2.9099 3.5485 -0.7556 -1.12 -0.50 -0.06
O 2.5726 2.7341 -1.2048 -1.19 2.24 1.93
H -0.8412 4.3811 3.2596 -0.77 1.23 -0.25
H 0.3065 3.6513 3.8309 -1.07 -0.67 -0.82
O -0.4887 3.5074 3.2450 1.96 -0.44 1.18

***

12
Properties=species:S:1:pos:R:3:forces:R:3 method="wB97M-V/def2-TZVPD" charge=+1 de_lowest_kcal_mol=37.7
N -1.0650 0.1064 -0.3643 -0.71 2.98 -0.24
C -0.7768 -1.0112 0.4225 0.34 -3.17 1.08
N 0.4012 -1.3399 0.8266 -2.29 0.51 -1.50
H -1.7692 0.7301 0.0659 0.50 -0.30 0.40
H -1.5308 -0.0224 -1.2577 0.39 -0.98 -0.31
H -1.6724 -1.6338 0.6036 0.49 0.06 0.03
H 0.2748 -2.3005 1.1601 0.47 0.35 0.65
N 1.2509 1.1566 -0.2697 0.76 -1.38 -1.21
H 1.7861 0.2526 -0.3839 -0.57 1.27 -0.01
H 0.0475 0.7404 -0.4060 0.54 0.43 0.29
H 1.5556 1.5104 0.6196 -0.10 0.40 0.48
H 1.4981 1.8113 -1.0167 0.18 -0.18 0.33

***

HOMO energy across the listed records, respectively: -5.4, -11.7, -14.3, -15.4 eV.